Formula: C5H10O2
Source: the OMol25 dataset
Level of theory: ωB97M-V/def2-TZVPD

Each atom is followed by the atoms it is bonded to, with distances in Å.
Element x y z (Å)
1 H 0.09 0.74 3.11  C14 1.090
2 O 2.75 -1.34 1.02  C5 1.368, H9 0.960
3 C 0.60 -0.42 1.38  C5 1.322, C14 1.497, H15 1.082
4 O -2.70 0.80 -1.75  C11 1.367, H16 0.960
5 C 1.85 -0.60 1.75  O2 1.368, C3 1.322, H8 1.086
6 H -0.71 1.26 1.63  C14 1.093
7 H -1.37 1.87 -2.95  C11 1.085
8 H 2.20 -0.20 2.70  C5 1.086
9 H 3.63 -1.18 1.36  O2 0.960
10 C -0.54 0.04 -2.32  C11 1.321, H13 1.081, H17 1.081
11 C -1.51 0.94 -2.40  O4 1.367, H7 1.085, C10 1.321
12 H -1.27 -0.19 2.43  C14 1.091
13 H 0.38 0.23 -2.85  C10 1.081
14 C -0.37 0.38 2.19  H1 1.090, C3 1.497, H6 1.093, H12 1.091
15 H 0.26 -0.81 0.43  C3 1.082
16 H -3.34 1.42 -2.11  O4 0.960
17 H -0.68 -0.89 -1.79  C10 1.081

Computed properties:
**Orbital gap**: 9.33 eV
**HOMO energy**: -8.48 eV
**Structure (SMILES)**: C/C=C/O.C=CO
**Net charge**: 0
**Electronic energy**: -9440.331 eV

***

Formula: C37H45N2O15
Source: the OMol25 dataset
Level of theory: ωB97M-V/def2-TZVPD

Each atom is followed by the atoms it is bonded to, with distances in Å.
Element x y z (Å)
1 C -4.33 1.98 -0.15  C40 1.389, H57 1.078, C93 1.388
2 H -8.91 5.85 2.47  C23 1.086
3 C -7.42 6.65 1.07  C23 1.527, C43 1.522, H68 1.088, H96 1.091
4 O 1.09 -4.59 -0.77  C11 1.200
5 C 5.33 1.37 2.55  H21 1.086, O24 1.443, C73 1.521, H74 1.091
6 C 0.05 2.04 -4.50  C10 1.527, H15 1.093, H35 1.088, C51 1.519
7 C -4.71 2.16 2.21  C45 1.383, H84 1.079, C93 1.384
8 H 7.32 -5.68 1.68  C16 1.087
9 O -1.51 2.92 -2.83  C51 1.204
10 C -0.19 2.08 -6.00  C6 1.527, H37 1.087, C60 1.522, H83 1.090
11 C 1.98 -3.91 -1.20  O4 1.200, C31 1.519, O64 1.346
12 C -1.32 -0.99 2.80  O46 1.311, N53 1.140
13 C -3.40 -4.24 0.66  C42 1.516, O44 1.197, O47 1.349
14 C 3.48 -2.83 -2.69  C31 1.528, H36 1.088, C62 1.518, H66 1.089
15 H 0.22 1.02 -4.14  C6 1.093
16 C 7.67 -5.34 0.71  H8 1.087, O33 1.442, C91 1.522, H95 1.092
17 C -0.35 0.37 1.27  C32 1.364, O46 1.371, N63 1.339
18 H -1.96 0.79 -6.09  C60 1.091
19 O -2.09 4.55 1.31  C30 1.421, C88 1.338
20 H -5.92 5.94 -0.35  C43 1.088
21 H 6.23 1.95 2.74  C5 1.086
22 C 0.31 1.46 -0.70  C27 1.372, N63 1.339, H97 1.075
23 C -7.83 5.94 2.35  H2 1.086, C3 1.527, H48 1.091, C65 1.516
24 O 4.89 1.62 1.20  C5 1.443, C55 1.339
25 O 2.96 1.75 0.10  C55 1.205
26 C -1.36 -5.25 1.36  C42 1.523, H49 1.088, C75 1.523, H80 1.088
27 C -0.02 2.68 -0.16  C22 1.372, C34 1.389, H61 1.076
28 O -0.14 4.65 2.40  C88 1.188
29 H 1.60 -3.75 -3.32  C31 1.086
30 C -3.08 3.54 1.18  O19 1.421, C40 1.375, C45 1.383
31 C 2.00 -3.14 -2.51  C11 1.519, C14 1.528, H29 1.086, H86 1.093
32 C -0.69 1.55 1.87  C17 1.364, C34 1.387, H77 1.080
33 O 6.55 -4.85 -0.05  C16 1.442, C71 1.350
34 C -0.53 2.72 1.13  C27 1.389, C32 1.387, C88 1.512
35 H 0.86 2.69 -4.19  C6 1.088
36 H 3.97 -3.66 -3.20  C14 1.088
37 H 0.38 1.35 -6.57  C10 1.087
38 C 2.97 1.48 2.53  C55 1.518, H67 1.093, C73 1.527, H92 1.087
39 H 7.72 -7.40 0.07  C91 1.091
40 C -3.37 2.98 -0.05  C1 1.389, C30 1.375, H85 1.082
41 H -1.56 -3.13 0.87  C42 1.088
42 C -2.11 -3.92 1.39  C13 1.516, C26 1.523, H41 1.088, H50 1.092
43 C -6.11 5.96 0.72  C3 1.522, H20 1.088, H87 1.093, O94 1.439
44 O -4.18 -3.46 0.21  C13 1.197
45 C -3.75 3.15 2.32  C7 1.383, C30 1.383, H98 1.081
46 O -0.45 -0.88 1.82  C12 1.311, C17 1.371
47 O -3.57 -5.58 0.61  C13 1.349, C75 1.442
48 H -7.39 6.40 3.24  C23 1.091
49 H -0.68 -5.40 2.19  C26 1.088
50 H -2.35 -3.61 2.41  C42 1.092
51 C -1.28 2.53 -3.94  C6 1.519, O9 1.204, O82 1.339
52 H 8.74 -5.34 -1.94  C58 1.091
53 N -1.86 -0.86 3.80  C12 1.140
54 H 5.00 -3.06 -1.15  C62 1.079
55 C 3.55 1.64 1.14  O24 1.339, O25 1.205, C38 1.518
56 H 4.21 2.87 3.61  C73 1.090
57 H -4.52 1.55 -1.12  C1 1.078
58 C 7.95 -5.99 -1.55  H52 1.091, C71 1.514, H90 1.086, C91 1.528
59 O -7.45 3.57 2.78  C65 1.196
60 C -1.70 1.85 -6.09  C10 1.522, H18 1.091, H78 1.086, O82 1.443
61 H 0.08 3.59 -0.72  C27 1.076
62 C 3.97 -2.77 -1.25  C14 1.518, H54 1.079, O64 1.442, H69 1.096
63 N 0.14 0.35 0.03  C17 1.339, C22 1.339, H81 1.015
64 O 3.13 -3.70 -0.53  C11 1.346, C62 1.442
65 C -7.20 4.57 2.17  C23 1.516, O59 1.196, O94 1.356
66 H 3.68 -1.92 -3.25  C14 1.089
67 H 2.63 0.45 2.65  C38 1.093
68 H -7.32 7.73 1.17  C3 1.088
69 H 3.83 -1.77 -0.81  C62 1.096
70 H -2.25 -7.17 0.81  C75 1.087
71 C 6.70 -5.17 -1.36  O33 1.350, C58 1.514, O79 1.200
72 H -5.72 0.77 0.93  C93 1.079
73 C 4.16 1.80 3.43  C5 1.521, C38 1.527, H56 1.090, H99 1.087
74 H 5.56 0.31 2.65  C5 1.091
75 C -2.51 -6.25 1.33  C26 1.523, O47 1.442, H70 1.087, H76 1.092
76 H -2.87 -6.50 2.33  C75 1.092
77 H -1.09 1.58 2.87  C32 1.080
78 H -2.15 2.33 -6.95  C60 1.086
79 O 5.93 -4.80 -2.20  C71 1.200
80 H -0.78 -5.32 0.44  C26 1.088
81 H 0.35 -0.55 -0.40  N63 1.015
82 O -2.23 2.45 -4.88  C51 1.339, C60 1.443
83 H 0.05 3.07 -6.39  C10 1.090
84 H -5.22 1.86 3.11  C7 1.079
85 H -2.85 3.32 -0.93  C40 1.082
86 H 1.40 -2.24 -2.39  C31 1.093
87 H -5.26 6.42 1.22  C43 1.093
88 C -0.90 4.07 1.69  O19 1.338, O28 1.188, C34 1.512
89 H 9.31 -6.64 0.07  C91 1.088
90 H 7.77 -6.82 -2.23  C58 1.086
91 C 8.26 -6.47 -0.13  C16 1.522, H39 1.091, C58 1.528, H89 1.088
92 H 2.14 2.17 2.68  C38 1.087
93 C -4.99 1.56 0.99  C1 1.388, C7 1.384, H72 1.079
94 O -6.26 4.61 1.20  C43 1.439, C65 1.356
95 H 8.37 -4.52 0.85  C16 1.092
96 H -8.16 6.46 0.29  C3 1.091
97 H 0.69 1.40 -1.70  C22 1.075
98 H -3.51 3.63 3.26  C45 1.081
99 H 4.14 1.30 4.39  C73 1.087

Computed properties:
**Orbital gap**: 7.62 eV
**HOMO energy**: -11.47 eV
**Net charge**: +1
**Electronic energy**: -72785.604 eV